[1]
ORCA calculation (ωB97M-V/def2-TZVPD) on 11 unconnected molecules or ions with the total composition C38H65Cl16N7 at a distorted geometry.

The gap between HOMO and LUMO comes out at 0.2731 Ha. The multiplicity is 1. As for the SMILES: ClC(Cl)(Cl)Cl.ClC(Cl)(Cl)Cl.ClC(Cl)(Cl)Cl.ClC(Cl)(Cl)Cl.c1cc[nH]c1.c1cc[nH]c1.c1cc[nH]c1.c1cc[nH]c1.CCN(CC)CC.CCN(CC)CC.CCN(CC)CC. The calculation puts the relative energy (zero: lowest compared OMol25 entry of this formula, charge and spin) at 45.2 kcal/mol. The total energy comes out at -251245.087 eV.

CARTESIAN COORDINATES (ANGSTROEM)
C -2.42 1.86 -0.21
C -2.15 0.56 0.58
N -0.83 -0.08 0.43
C -0.38 -0.74 1.66
C 1.07 -1.21 1.56
C -0.77 -0.91 -0.80
C -1.65 -2.19 -0.80
H -3.43 2.25 -0.04
H -2.23 1.54 -1.23
H -1.77 2.68 0.11
H -2.32 0.79 1.64
H -2.98 -0.07 0.27
H -0.54 -0.07 2.50
H -0.97 -1.65 1.82
H 1.69 -0.35 1.33
H 1.34 -1.59 2.55
H 1.26 -2.08 0.94
H 0.23 -1.32 -0.93
H -0.95 -0.25 -1.65
H -2.72 -2.05 -0.64
H -1.32 -2.84 0.01
H -1.56 -2.86 -1.65
C -3.92 4.78 -2.18
C -3.42 6.10 -2.78
N -2.21 5.94 -3.60
C -2.09 7.05 -4.58
C -3.34 7.15 -5.58
C -0.97 5.79 -2.77
C 0.35 5.49 -3.49
H -3.10 4.18 -1.78
H -4.44 4.26 -2.97
H -4.67 4.94 -1.40
H -4.26 6.51 -3.34
H -3.24 6.83 -2.00
H -1.89 7.92 -3.97
H -1.26 6.96 -5.28
H -3.42 6.16 -6.02
H -4.30 7.49 -5.17
H -3.15 7.82 -6.43
H -1.15 5.00 -2.04
H -0.84 6.71 -2.20
H 1.08 5.33 -2.70
H 0.73 6.31 -4.10
H 0.22 4.62 -4.12
C 3.49 -4.01 -0.12
C 4.12 -4.98 0.93
N 3.69 -6.37 0.71
C 4.25 -7.20 1.80
C 3.56 -6.94 3.12
C 4.25 -6.84 -0.53
C 3.73 -8.23 -1.00
H 3.72 -2.96 0.07
H 2.41 -4.01 0.03
H 3.73 -4.24 -1.16
H 5.20 -4.87 0.94
H 3.77 -4.60 1.89
H 4.19 -8.27 1.60
H 5.32 -7.04 1.93
H 2.48 -6.96 3.02
H 3.86 -7.71 3.83
H 3.76 -5.98 3.58
H 5.34 -6.72 -0.56
H 3.97 -6.18 -1.35
H 4.49 -8.96 -0.71
H 3.68 -8.35 -2.08
H 2.75 -8.48 -0.58
C 0.57 -4.28 -4.01
Cl 1.09 -2.84 -3.12
Cl 0.77 -3.86 -5.73
Cl 1.75 -5.54 -3.57
Cl -1.11 -4.85 -3.54
C -5.17 2.13 4.27
Cl -5.82 3.62 4.88
Cl -6.49 1.03 3.81
Cl -4.36 2.59 2.73
Cl -4.05 1.37 5.43
C 3.43 -2.82 5.30
Cl 4.86 -3.21 4.35
Cl 1.98 -3.80 4.94
Cl 3.77 -3.12 7.06
Cl 2.97 -1.07 4.96
C -5.04 -4.45 0.25
Cl -4.20 -4.42 -1.28
Cl -4.14 -3.44 1.38
Cl -6.65 -3.75 0.07
Cl -5.12 -6.15 0.73
N 4.57 1.37 0.70
C 4.30 0.77 1.91
C 5.51 0.33 2.45
C 6.53 0.77 1.61
C 5.92 1.33 0.48
H 3.92 1.79 0.05
H 3.31 0.69 2.32
H 5.62 -0.19 3.39
H 7.59 0.69 1.79
H 6.28 1.88 -0.38
N -0.30 3.09 5.75
C 0.83 2.48 5.22
C 0.55 2.17 3.90
C -0.65 2.71 3.56
C -1.17 3.40 4.71
H -0.42 3.32 6.73
H 1.62 2.09 5.85
H 1.19 1.66 3.19
H -1.08 2.61 2.57
H -2.07 3.94 4.93
N -5.11 -0.47 -3.31
C -6.27 -0.58 -2.62
C -6.45 0.51 -1.80
C -5.32 1.28 -1.92
C -4.46 0.69 -2.82
H -4.76 -1.16 -3.96
H -6.93 -1.39 -2.87
H -7.30 0.66 -1.16
H -5.10 2.22 -1.43
H -3.51 0.93 -3.27
N 1.33 1.68 -0.44
C 2.06 1.57 -1.56
C 2.94 2.61 -1.77
C 2.56 3.54 -0.72
C 1.71 2.87 0.17
H 0.63 1.01 -0.14
H 1.92 0.69 -2.16
H 3.58 2.76 -2.62
H 3.03 4.51 -0.68
H 1.28 3.15 1.11

Here are the Mulliken charges for atoms 1 to 8, given in e: -1.0535 -0.8291 0.6659 -0.7404 -0.0553 -0.7157 -0.3867 0.1707

=====

[2]
ORCA calculation (ωB97M-V/def2-TZVPD) on a single C4H7ClO2 molecule at a distorted geometry.

The gap between HOMO and LUMO comes out at 0.3729 Ha. The multiplicity is 1. As for the SMILES: OC[C@@H]1[C@H](O)[C@@H]1Cl. The calculation puts the relative energy (zero: lowest compared OMol25 entry of this formula, charge and spin) at 66.5 kcal/mol. The total energy comes out at -20875.701 eV.

CARTESIAN COORDINATES (ANGSTROEM)
C -0.93 -0.89 -0.77
C 0.39 -0.18 -0.61
C 1.23 0.14 0.61
C 0.63 1.22 -0.35
H -1.32 -1.00 1.20
H -0.75 -1.93 -1.20
H -1.45 -0.42 -1.71
H 0.86 -0.37 -1.61
H 2.23 -0.28 0.80
H -0.24 0.82 1.87
H 1.33 1.86 -0.96
O -1.82 -1.05 0.35
O 0.51 -0.12 1.77
Cl -0.66 2.21 0.60

Here are the Mulliken charges for atoms 1 to 8, given in e: -0.5366 0.0890 -0.4277 -0.0923 0.3853 0.2955 0.2641 0.3364

=====

[3]
ORCA calculation (ωB97M-V/def2-TZVPD) on a single C5H7NO2 molecule at a distorted geometry.

The gap between HOMO and LUMO comes out at 0.3487 Ha. The multiplicity is 1. As for the SMILES: O=C1CN2C[C@@H]2[C@@H]1O. The calculation puts the relative energy (zero: lowest compared OMol25 entry of this formula, charge and spin) at 159.5 kcal/mol. The total energy comes out at -10876.699 eV.

CARTESIAN COORDINATES (ANGSTROEM)
C 0.48 0.97 0.46
C -0.94 0.35 0.73
C -2.28 -0.24 0.13
C -0.06 -1.32 -0.46
C 1.23 -0.41 -0.04
H -0.12 1.84 -1.16
H 1.21 1.21 1.21
H -0.67 -0.65 1.40
H -2.86 -0.91 0.63
H -3.10 0.39 -0.17
H 0.47 -2.19 -1.32
H -0.58 -2.11 0.22
N -1.06 -0.33 -0.51
O 0.51 1.90 -0.50
O 2.30 -0.82 0.23

Here are the Mulliken charges for atoms 1 to 8, given in e: 0.2151 -0.5774 -0.2324 -0.5193 0.3336 0.3412 0.3909 0.2386

=====

[4]
ORCA calculation (ωB97M-V/def2-TZVPD) on a molecular structure, C32H37BeN3O2PSe at a distorted geometry.

The gap between HOMO and LUMO comes out at 0.2222 Ha. Its charge is -1. The multiplicity is 1. The calculation puts the relative energy (zero: lowest compared OMol25 entry of this formula, charge and spin) at 10.0 kcal/mol. The total energy comes out at -117390.964 eV.

CARTESIAN COORDINATES (ANGSTROEM)
Be -0.19 0.87 -0.99
N 2.06 0.84 -2.90
P 2.35 0.73 -1.16
C 4.01 -0.18 -1.60
C 5.10 0.37 -2.29
C 6.24 -0.36 -2.57
C 6.33 -1.69 -2.16
C 5.27 -2.26 -1.47
C 4.13 -1.51 -1.20
C 3.29 2.19 -0.55
C 3.09 3.48 -1.00
C 3.73 4.57 -0.44
C 4.63 4.37 0.61
C 4.84 3.08 1.08
C 4.18 2.00 0.51
C 0.84 0.63 -3.49
C 0.74 0.70 -4.89
C -0.47 0.53 -5.50
C -1.61 0.29 -4.72
C -1.43 0.21 -3.36
N -0.25 0.34 -2.74
H 2.80 0.48 -3.48
H 5.05 1.42 -2.59
H 7.07 0.10 -3.10
H 7.22 -2.27 -2.37
H 5.34 -3.29 -1.14
H 3.31 -1.96 -0.66
H 2.34 3.61 -1.77
H 3.51 5.57 -0.79
H 5.13 5.21 1.07
H 5.53 2.92 1.91
H 4.36 1.00 0.89
H 1.63 0.93 -5.46
H -0.56 0.60 -6.58
H -2.59 0.18 -5.16
H -2.27 0.04 -2.70
O -0.24 -0.70 -0.33
C 0.30 -1.33 0.58
C -0.02 -2.78 0.80
C -1.18 -2.79 1.83
C -0.98 -1.92 3.10
C -1.01 -0.40 2.82
C 0.32 0.22 2.36
N 1.06 -0.77 1.56
H 0.86 -3.29 1.21
H -0.32 -3.26 -0.13
H -1.36 -3.83 2.12
H -2.08 -2.43 1.33
H -0.09 -2.22 3.66
H -1.83 -2.15 3.74
H -1.36 0.14 3.69
H -1.75 -0.24 2.02
H 0.95 0.49 3.20
H 0.15 1.10 1.75
H 1.46 -1.48 2.16
C -6.48 -2.19 3.17
C -5.56 -1.26 2.42
C -5.02 -1.61 1.19
C -4.16 -0.76 0.49
C -3.65 -1.23 -0.84
C -3.80 0.50 1.02
Se -2.56 1.67 0.13
C -4.36 0.85 2.27
C -4.06 2.16 2.94
C -5.22 -0.02 2.93
H -6.64 -3.12 2.61
H -7.46 -1.73 3.33
H -6.08 -2.45 4.15
H -5.27 -2.57 0.75
H -4.04 -2.22 -1.08
H -2.56 -1.27 -0.84
H -3.93 -0.52 -1.61
H -3.37 2.76 2.35
H -3.60 1.99 3.92
H -4.98 2.73 3.10
H -5.63 0.28 3.89
O 0.79 1.95 -1.07

Here are the Mulliken charges for atoms 1 to 8, given in e: -0.7572 -0.2290 1.4712 -0.6839 -0.0328 -0.6824 -0.4059 -0.5860

=====

[5]
ORCA calculation (ωB97M-V/def2-TZVPD) on 2 unconnected molecules or ions with the total composition C5H4F3NO at a distorted geometry.

The gap between HOMO and LUMO (spin up / spin down) comes out at 0.2913 / 0.2814 Ha. The multiplicity is 1. The calculation puts the relative energy (zero: lowest compared OMol25 entry of this formula, charge and spin) at 179.3 kcal/mol. The total energy comes out at -16931.363 eV.

CARTESIAN COORDINATES (ANGSTROEM)
C -0.28 -1.03 -1.79
C 1.94 -0.96 1.21
C 0.03 -0.10 -0.84
C -1.24 1.77 -1.62
C 0.83 -1.07 2.17
N -0.52 -2.04 -2.28
O -0.26 1.13 -0.73
F 0.30 0.02 2.72
F 1.24 -1.80 3.23
F -0.24 -1.70 1.72
H 2.61 -0.23 1.61
H -0.78 2.57 -2.03
H -1.89 2.24 -0.99
H -1.75 1.20 -2.40

Here are the Mulliken charges for atoms 1 to 8, given in e: 0.0453 -0.5506 0.3832 -0.8184 1.0212 -0.3498 -0.2158 -0.2645

=====

[6]
ORCA calculation (ωB97M-V/def2-TZVPD) on a single C4H4O2 molecule at a distorted geometry.

The gap between HOMO and LUMO comes out at 0.3222 Ha. The multiplicity is 1. As for the SMILES: C=C(C=O)C=O. The calculation puts the relative energy (zero: lowest compared OMol25 entry of this formula, charge and spin) at 51.4 kcal/mol. The total energy comes out at -8304.850 eV.

CARTESIAN COORDINATES (ANGSTROEM)
C -0.21 -1.37 -0.47
C 0.05 -0.11 -0.17
C 0.63 0.23 1.11
C -0.36 1.04 -0.78
H -0.85 -1.59 -1.33
H 0.40 -1.95 0.21
H 0.56 1.24 1.73
H -1.14 1.04 -1.67
O 1.17 -0.70 1.74
O -0.24 2.16 -0.38

Here are the Mulliken charges for atoms 1 to 8, given in e: -0.7682 0.4659 0.0819 -0.0444 0.2937 0.3889 0.3240 0.2257

=====

[7]
ORCA calculation (ωB97M-V/def2-TZVPD) on 2 unconnected molecules or ions with the total composition C5H10O2 at a distorted geometry.

The gap between HOMO and LUMO comes out at 0.3227 Ha. The multiplicity is 1. As for the SMILES: C=C/C=C(/C)O.O. The calculation puts the relative energy (zero: lowest compared OMol25 entry of this formula, charge and spin) at 64.1 kcal/mol. The total energy comes out at -9440.264 eV.

CARTESIAN COORDINATES (ANGSTROEM)
C -0.03 0.09 3.01
C -0.45 0.23 1.76
C 0.41 0.14 0.60
C 0.03 0.71 -0.55
O -1.00 1.59 -0.73
C 0.99 0.69 -1.73
H -0.56 0.55 3.83
H 0.85 -0.46 3.23
H -1.49 0.54 1.69
H 1.43 -0.21 0.70
H -1.67 1.34 -0.07
H 1.60 -0.14 -1.41
H 1.57 1.60 -1.59
H 0.61 0.51 -2.73
H -0.54 -3.36 -2.01
H 0.21 -2.04 -1.88
O 0.07 -2.87 -1.43

Here are the Mulliken charges for atoms 1 to 8, given in e: -0.9155 -0.3157 0.3673 0.4620 -0.4711 -1.3718 0.2445 0.2778

=====

[8]
ORCA calculation (ωB97M-V/def2-TZVPD) on a molecular structure, C19H15NPtS4.

The gap between HOMO and LUMO comes out at 0.2460 Ha. The multiplicity is 1. The calculation puts the relative energy (zero: lowest compared OMol25 entry of this formula, charge and spin) at 4.7 kcal/mol. The total energy comes out at -68025.717 eV.

CARTESIAN COORDINATES (ANGSTROEM)
Pt -0.42 0.25 0.65
S -0.03 1.93 2.16
C 1.06 1.08 3.25
C 1.30 1.60 4.53
C 2.19 1.00 5.40
C 2.88 -0.15 5.03
C 2.67 -0.69 3.77
C 1.75 -0.09 2.91
S 1.54 -0.75 1.28
C 0.55 -2.30 1.53
C -0.17 -2.57 0.23
C -0.37 -3.85 -0.27
C -1.01 -3.99 -1.49
C -1.35 -2.86 -2.22
C -1.08 -1.61 -1.69
C -1.24 -0.35 -2.50
S -1.86 1.08 -1.60
C -3.47 0.45 -1.20
C -4.42 0.42 -2.23
C -5.68 -0.09 -2.01
C -6.00 -0.55 -0.74
C -5.08 -0.50 0.28
C -3.78 0.01 0.09
S -2.71 0.09 1.47
N -0.58 -1.49 -0.46
H 0.77 2.49 4.83
H 2.35 1.42 6.38
H 3.58 -0.62 5.71
H 3.21 -1.57 3.44
H -0.16 -2.11 2.33
H 1.21 -3.13 1.79
H -0.04 -4.71 0.30
H -1.21 -4.97 -1.89
H -1.80 -2.94 -3.20
H -1.85 -0.54 -3.38
H -0.24 -0.05 -2.84
H -4.14 0.81 -3.21
H -6.41 -0.11 -2.81
H -6.99 -0.94 -0.54
H -5.35 -0.85 1.27

Here are the Mulliken charges for atoms 1 to 8, given in e: 0.9339 -0.4046 0.3797 -0.5861 -0.5253 -0.5952 -0.5123 0.4907

=====

[9]
ORCA calculation (ωB97M-V/def2-TZVPD) on a single C3H7NO molecule at a distorted geometry.

The gap between HOMO and LUMO comes out at 0.3726 Ha. The multiplicity is 1. As for the SMILES: NCCC=O. The calculation puts the relative energy (zero: lowest compared OMol25 entry of this formula, charge and spin) at 30.0 kcal/mol. The total energy comes out at -6761.451 eV.

CARTESIAN COORDINATES (ANGSTROEM)
C 0.33 0.00 0.85
C 0.15 -0.59 -0.55
C -0.45 0.44 -1.49
O -1.03 1.43 -1.12
N 0.67 -1.00 1.87
H -0.59 0.51 1.14
H 1.09 0.78 0.87
H -0.52 -1.45 -0.46
H 1.08 -0.97 -0.97
H -0.27 0.24 -2.55
H 1.66 -0.98 2.09
H 0.47 -1.94 1.56

Here are the Mulliken charges for atoms 1 to 8, given in e: -0.3981 -0.4852 0.0212 -0.4625 -0.6143 0.2411 0.3037 0.2893

=====

[10]
ORCA calculation (ωB97M-V/def2-TZVPD) on a molecular structure, C40H33Cl2N5O6STi at a distorted geometry.

The gap between HOMO and LUMO (spin up / spin down) comes out at 0.2040 / 0.2060 Ha. The multiplicity is 1. The calculation puts the relative energy (zero: lowest compared OMol25 entry of this formula, charge and spin) at 0.0 kcal/mol. The total energy comes out at -120750.718 eV.

CARTESIAN COORDINATES (ANGSTROEM)
Ti -0.03 0.24 -0.17
O -1.34 -2.58 1.48
C -0.99 -2.01 0.43
N -1.60 -0.95 -0.20
C -2.76 -0.31 0.02
O -3.79 -0.69 0.55
C -2.64 1.03 -0.69
C -3.70 1.90 -0.84
C -3.54 3.00 -1.67
C -2.33 3.19 -2.32
C -1.30 2.30 -2.06
N -1.44 1.25 -1.26
C 0.28 -2.27 -0.25
C 1.11 -3.39 0.04
C 2.19 -3.63 -0.74
C 2.50 -2.74 -1.82
C 1.73 -1.64 -2.00
N 0.66 -1.36 -1.22
H -4.62 1.67 -0.33
H -4.35 3.69 -1.82
H -2.17 4.02 -2.99
H -0.32 2.43 -2.51
H 0.81 -4.05 0.84
H 2.80 -4.51 -0.58
H 3.33 -2.93 -2.48
H 1.95 -0.91 -2.77
C 4.24 -0.90 1.94
C 3.34 -0.34 0.87
N 3.93 0.11 -0.26
O 2.12 -0.33 1.01
H 5.27 -0.57 1.83
H 4.20 -1.99 1.89
H 3.85 -0.59 2.91
H 4.93 0.07 -0.37
H 3.34 0.50 -0.97
O -0.34 0.17 1.91
S 0.02 -0.87 2.98
C 1.10 0.08 4.06
C 1.06 1.46 4.08
C 1.91 2.14 4.94
C 2.79 1.44 5.77
C 2.82 0.05 5.73
C 1.98 -0.63 4.86
C -1.39 -0.85 4.07
C -1.34 -1.59 5.24
C -2.43 -1.58 6.09
C -3.57 -0.84 5.76
C -3.61 -0.13 4.57
C -2.52 -0.12 3.71
H 0.38 1.99 3.42
H 1.88 3.22 4.98
H 3.44 1.98 6.44
H 3.52 -0.49 6.36
H 2.01 -1.72 4.81
H -0.46 -2.16 5.49
H -2.40 -2.15 7.01
H -4.42 -0.85 6.42
H -4.50 0.43 4.30
H -2.54 0.41 2.78
Cl 3.04 6.11 3.58
C 1.48 5.61 2.98
C 0.54 5.17 3.89
C -0.71 4.77 3.45
C -1.00 4.87 2.10
C -0.06 5.33 1.20
Cl -0.55 5.48 -0.47
C 1.23 5.69 1.60
N 2.24 6.14 0.76
C 2.51 5.67 -0.57
C 2.68 6.62 -1.57
C 2.98 6.23 -2.87
C 3.09 4.88 -3.17
C 2.92 3.94 -2.17
C 2.64 4.31 -0.86
C 2.48 3.23 0.20
C 1.37 2.27 -0.12
O 1.48 1.44 -1.09
O 0.33 2.24 0.60
H 0.80 5.14 4.94
H -1.45 4.41 4.15
H -1.98 4.59 1.73
H 3.07 6.40 1.27
H 2.58 7.66 -1.31
H 3.12 6.98 -3.64
H 3.30 4.57 -4.19
H 3.00 2.88 -2.41
H 2.30 3.66 1.18
H 3.40 2.65 0.25

Here are the Mulliken charges for atoms 1 to 8, given in e: -1.2542 -0.7461 -0.4009 0.5833 -0.0430 -0.6854 0.5864 -0.7831

=====

[11]
ORCA calculation (ωB97M-V/def2-TZVPD) on 16 unconnected molecules or ions with the total composition H32O16 at a distorted geometry.

The gap between HOMO and LUMO comes out at 0.3730 Ha. The multiplicity is 1. The calculation puts the relative energy (zero: lowest compared OMol25 entry of this formula, charge and spin) at 99.4 kcal/mol. The total energy comes out at -33280.622 eV.

CARTESIAN COORDINATES (ANGSTROEM)
O -2.83 0.46 1.48
H -3.65 0.66 1.81
H -2.31 0.07 2.15
O 1.13 1.36 -1.94
H 1.46 2.18 -2.28
H 0.21 1.33 -2.15
O 0.89 -2.78 1.72
H 1.02 -3.42 2.41
H 0.37 -3.24 1.06
O 2.78 -0.81 2.59
H 2.21 -1.31 2.00
H 3.56 -1.29 2.40
O -0.28 -0.56 -0.19
H -0.45 0.37 -0.05
H 0.61 -0.72 -0.43
O -2.31 -2.37 0.83
H -1.91 -3.05 0.28
H -1.58 -1.74 0.83
O 2.38 -1.07 -0.36
H 2.65 -2.02 -0.15
H 3.20 -0.65 -0.22
O 2.50 2.07 0.37
H 1.94 1.74 -0.30
H 2.63 2.99 0.26
O -0.67 2.08 0.36
H -0.82 2.30 1.26
H -0.29 2.85 -0.06
O 3.33 -0.32 -2.78
H 2.80 -0.83 -2.13
H 2.64 0.38 -2.88
O -1.42 0.99 -2.83
H -1.15 0.23 -3.34
H -2.09 0.68 -2.28
O -2.75 3.20 -1.29
H -2.13 2.60 -0.86
H -2.22 3.83 -1.79
O 1.06 1.23 2.61
H 1.69 0.52 2.87
H 1.34 1.57 1.79
O -3.28 -0.33 -1.27
H -3.04 -0.43 -0.35
H -3.57 -1.19 -1.57
O -0.75 -0.56 2.95
H -0.18 0.23 2.70
H -0.19 -1.29 2.81
O -1.16 -2.12 -2.22
H -0.23 -2.24 -2.40
H -1.14 -1.60 -1.43

Here are the Mulliken charges for atoms 1 to 8, given in e: -0.4905 0.2017 0.2748 -0.5631 0.3200 0.2027 -0.4934 0.2249